[1]
{"formula": "C22H23MoN4O8P2S4", "method": "ωB97M-V/def2-TZVPD", "species": ["Mo", "C", "N", "C", "C", "C", "C", "C", "N", "C", "C", "C", "C", "C", "C", "H", "H", "H", "H", "H", "H", "H", "H", "H", "H", "H", "S", "S", "S", "S", "N", "C", "C", "P", "O", "O", "O", "P", "O", "O", "O", "H", "H", "H", "H", "H", "H", "H", "H", "O", "C", "N", "C", "O", "C", "C", "C", "C", "C", "C", "H", "H", "H", "H"], "positions_angstrom": [[0.255, 1.018, 0.479], [1.794, -0.154, 3.157], [1.814, 0.290, 1.745], [3.002, 0.367, 1.222], [3.139, 0.956, -0.043], [4.194, 1.154, -0.935], [3.642, 1.795, -2.043], [2.281, 1.963, -1.781], [1.978, 1.474, -0.575], [1.532, -1.615, 3.448], [0.249, -2.139, 3.360], [0.003, -3.463, 3.674], [1.039, -4.283, 4.100], [2.318, -3.762, 4.222], [2.560, -2.434, 3.897], [1.043, 0.421, 3.686], [2.759, 0.113, 3.594], [3.871, 0.025, 1.776], [5.220, 0.855, -0.785], [4.152, 2.104, -2.941], [1.539, 2.416, -2.417], [-0.575, -1.521, 3.036], [-1.007, -3.843, 3.575], [0.849, -5.322, 4.344], [3.130, -4.391, 4.570], [3.563, -2.033, 4.006], [-1.165, 1.318, 2.433], [-0.599, 2.605, 3.912], [1.378, 2.985, 3.403], [1.042, 3.295, 1.383], [-1.632, -2.143, -2.208], [-1.217, -2.535, -0.867], [-1.373, -4.020, -0.559], [-2.144, -1.541, 0.382], [-3.551, -1.306, -0.397], [-2.399, -2.243, 1.653], [-1.467, -0.158, 0.478], [0.513, -1.940, -0.694], [1.250, -2.841, -1.841], [1.130, -2.227, 0.614], [0.530, -0.491, -1.178], [-2.609, -2.347, -2.373], [-1.055, -2.596, -2.907], [-1.422, -0.229, -1.986], [-2.431, -4.293, -0.574], [-0.977, -4.248, 0.432], [-0.834, -4.609, -1.303], [-4.243, -1.302, 0.281], [2.070, -3.171, -1.445], [0.386, 4.160, -1.042], [-0.580, 3.480, -1.379], [-0.765, 2.096, -1.089], [-1.709, 1.682, -1.986], [-2.062, 0.453, -2.265], [-2.296, 2.757, -2.700], [-3.305, 2.820, -3.668], [-3.608, 4.053, -4.201], [-2.921, 5.214, -3.796], [-1.911, 5.152, -2.856], [-1.608, 3.914, -2.301], [-3.821, 1.924, -3.989], [-4.383, 4.136, -4.954], [-3.184, 6.167, -4.239], [-1.369, 6.037, -2.545]], "orbital_gap_ev": [4.76, 4.95], "mol_weight_g_mol": 757.60, "s2": 2.028, "spin_multiplicity": 3, "charge": -1}

---

[2]
{"formula": "C22H23N3O2", "method": "ωB97M-V/def2-TZVPD", "species": ["O", "N", "O", "C", "C", "C", "C", "C", "C", "C", "N", "C", "C", "N", "C", "C", "C", "C", "C", "C", "C", "C", "C", "C", "C", "C", "C", "H", "H", "H", "H", "H", "H", "H", "H", "H", "H", "H", "H", "H", "H", "H", "H", "H", "H", "H", "H", "H", "H", "H"], "positions_angstrom": [[-4.506, -1.321, 1.394], [-4.463, -0.871, 0.262], [-4.685, -1.501, -0.755], [-4.391, 0.576, 0.149], [-5.511, 1.268, -0.278], [-5.468, 2.651, -0.338], [-4.312, 3.324, 0.019], [-3.190, 2.622, 0.428], [-3.219, 1.238, 0.499], [-2.042, 0.385, 0.890], [-2.158, -0.858, 0.158], [-1.677, -2.059, 0.800], [-0.156, -2.191, 0.703], [0.214, -2.197, -0.700], [1.604, -2.559, -0.948], [2.607, -1.587, -0.376], [3.072, -1.751, 0.945], [3.922, -0.844, 1.510], [4.359, 0.286, 0.788], [5.234, 1.243, 1.340], [5.642, 2.322, 0.606], [5.193, 2.492, -0.713], [4.344, 1.581, -1.277], [3.905, 0.457, -0.546], [3.028, -0.499, -1.098], [-0.198, -0.967, -1.344], [-1.717, -0.809, -1.218], [-6.401, 0.725, -0.555], [-6.337, 3.200, -0.667], [-4.279, 4.402, -0.031], [-2.284, 3.149, 0.689], [-1.102, 0.924, 0.705], [-2.103, 0.165, 1.961], [-2.009, -2.067, 1.840], [-2.140, -2.904, 0.282], [0.156, -3.137, 1.150], [0.323, -1.365, 1.259], [1.728, -2.630, -2.032], [1.758, -3.552, -0.518], [2.752, -2.617, 1.507], [4.275, -0.981, 2.522], [5.578, 1.107, 2.356], [6.314, 3.051, 1.035], [5.527, 3.349, -1.279], [3.997, 1.708, -2.293], [2.696, -0.363, -2.118], [0.072, -1.018, -2.401], [0.300, -0.082, -0.903], [-2.037, 0.135, -1.666], [-2.215, -1.630, -1.744]], "orbital_gap_ev": 8.77, "mol_weight_g_mol": 361.44, "smiles": "O=[N+]([O-])c1ccccc1CN1CCN(Cc2ccc3ccccc3c2)CC1", "charge": 0}

---

[3]
{"formula": "C22H23N3O3S", "method": "ωB97M-V/def2-TZVPD", "species": ["C", "C", "C", "C", "C", "C", "N", "C", "O", "C", "C", "C", "C", "N", "S", "O", "O", "C", "C", "C", "C", "C", "C", "C", "C", "N", "C", "C", "C", "H", "H", "H", "H", "H", "H", "H", "H", "H", "H", "H", "H", "H", "H", "H", "H", "H", "H", "H", "H", "H", "H", "H"], "positions_angstrom": [[4.256, 1.854, 1.554], [3.692, 0.635, 0.891], [4.447, -0.084, -0.027], [3.930, -1.224, -0.617], [2.654, -1.652, -0.305], [1.884, -0.934, 0.607], [0.590, -1.401, 0.870], [-0.428, -0.770, 1.516], [-0.312, 0.294, 2.084], [-1.751, -1.544, 1.515], [-1.966, -2.412, 0.262], [-3.447, -2.488, -0.098], [-3.928, -1.097, -0.500], [-3.464, -0.108, 0.450], [-3.194, 1.446, -0.024], [-3.619, 2.298, 1.050], [-3.814, 1.611, -1.306], [-1.424, 1.748, -0.215], [-0.885, 2.779, 0.498], [0.454, 3.155, 0.314], [1.229, 2.506, -0.606], [0.700, 1.438, -1.358], [1.450, 0.734, -2.321], [0.862, -0.290, -3.013], [-0.469, -0.620, -2.710], [-1.192, -0.003, -1.816], [-0.652, 1.034, -1.151], [-2.928, -0.561, 1.698], [2.412, 0.203, 1.206], [4.880, 2.420, 0.864], [3.460, 2.494, 1.925], [4.878, 1.561, 2.400], [5.445, 0.247, -0.278], [4.522, -1.782, -1.326], [2.249, -2.539, -0.770], [0.380, -2.289, 0.437], [-1.716, -2.183, 2.406], [-1.462, -1.957, -0.593], [-1.572, -3.419, 0.420], [-4.023, -2.862, 0.749], [-3.594, -3.173, -0.934], [-3.532, -0.819, -1.480], [-5.024, -1.066, -0.549], [-1.517, 3.294, 1.204], [0.859, 3.969, 0.897], [2.256, 2.794, -0.774], [2.480, 1.013, -2.494], [1.400, -0.846, -3.764], [-0.957, -1.441, -3.222], [-2.589, 0.323, 2.240], [-3.724, -1.037, 2.283], [1.815, 0.753, 1.913]], "orbital_gap_ev": 8.47, "mol_weight_g_mol": 409.51, "smiles": "Cc1cccc(NC(=O)[C@@H]2CCCN(S(=O)(=O)c3cccc4cccnc34)C2)c1", "charge": 0}

---

[4]
{"formula": "C22H23N3O4", "method": "ωB97M-V/def2-TZVPD", "species": ["C", "O", "C", "C", "C", "C", "C", "C", "C", "C", "C", "C", "O", "N", "C", "C", "N", "C", "C", "C", "C", "C", "C", "O", "C", "C", "C", "N", "O", "H", "H", "H", "H", "H", "H", "H", "H", "H", "H", "H", "H", "H", "H", "H", "H", "H", "H", "H", "H", "H", "H", "H"], "positions_angstrom": [[1.183, 0.338, -6.369], [0.199, 0.575, -5.392], [-1.048, 0.926, -5.780], [-1.443, 1.066, -7.107], [-2.739, 1.432, -7.424], [-3.666, 1.666, -6.423], [-3.289, 1.532, -5.102], [-1.990, 1.164, -4.756], [-1.639, 1.038, -3.355], [-2.364, 1.313, -2.218], [-1.489, 0.981, -1.159], [-1.845, 1.157, 0.269], [-2.843, 1.800, 0.565], [-1.058, 0.596, 1.210], [0.155, -0.157, 0.981], [0.443, -1.063, 2.178], [0.606, -0.293, 3.395], [1.646, -0.523, 4.275], [2.268, 0.525, 4.951], [3.284, 0.301, 5.866], [3.711, -0.985, 6.119], [3.098, -2.049, 5.472], [2.068, -1.841, 4.573], [1.385, -2.864, 3.954], [1.725, -4.188, 4.273], [-0.086, 0.976, 3.404], [-1.374, 0.845, 2.604], [-0.342, 0.551, -1.640], [-0.429, 0.585, -2.983], [1.372, 1.229, -6.977], [2.084, 0.083, -5.814], [0.911, -0.499, -7.021], [-0.740, 0.889, -7.905], [-3.021, 1.533, -8.461], [-4.677, 1.951, -6.672], [-4.007, 1.711, -4.319], [-3.356, 1.696, -2.111], [0.998, 0.527, 0.818], [0.048, -0.761, 0.080], [-0.376, -1.785, 2.291], [1.356, -1.621, 1.974], [1.964, 1.540, 4.755], [3.743, 1.139, 6.368], [4.508, -1.175, 6.821], [3.428, -3.051, 5.698], [1.593, -4.395, 5.340], [1.040, -4.811, 3.699], [2.755, -4.425, 3.982], [-0.326, 1.240, 4.439], [0.519, 1.790, 2.971], [-1.965, 1.762, 2.653], [-1.980, 0.025, 3.007]], "orbital_gap_ev": 7.87, "mol_weight_g_mol": 393.44, "smiles": "COc1ccccc1-c1cc(C(=O)N2CCN(c3ccccc3OC)CC2)no1", "charge": 0}

---

[5]
{"formula": "C22H23N4PRuSSe2", "method": "ωB97M-V/def2-TZVPD", "species": ["Ru", "C", "C", "N", "C", "S", "N", "N", "C", "C", "C", "C", "C", "C", "C", "N", "H", "H", "H", "H", "H", "H", "H", "H", "H", "H", "H", "H", "H", "Se", "P", "Se", "C", "C", "C", "C", "C", "C", "C", "C", "C", "C", "C", "C", "H", "H", "H", "H", "H", "H", "H", "H", "H", "H"], "positions_angstrom": [[-0.301, 0.671, -1.351], [4.832, 1.638, -0.293], [4.394, 2.447, -1.503], [3.155, 3.197, -1.263], [1.925, 2.708, -1.319], [1.722, 1.037, -1.986], [0.891, 3.407, -0.955], [-0.273, 2.732, -1.197], [-1.371, 3.379, -1.377], [-1.521, 4.853, -1.257], [-2.462, 2.512, -1.853], [-3.716, 2.973, -2.191], [-4.637, 2.092, -2.749], [-4.278, 0.772, -2.959], [-3.012, 0.358, -2.589], [-2.126, 1.207, -2.049], [5.766, 1.122, -0.512], [4.083, 0.888, -0.028], [4.995, 2.283, 0.570], [4.252, 1.812, -2.378], [5.149, 3.181, -1.777], [3.228, 4.140, -0.907], [-0.632, 5.285, -0.810], [-2.391, 5.095, -0.645], [-1.671, 5.300, -2.243], [-3.966, 4.012, -2.034], [-5.624, 2.441, -3.021], [-4.965, 0.061, -3.393], [-2.693, -0.668, -2.701], [-0.288, 0.469, 0.951], [-0.137, -1.758, 0.692], [-0.325, -1.820, -1.487], [1.433, -2.331, 1.304], [1.646, -2.328, 2.687], [2.857, -2.767, 3.186], [3.845, -3.218, 2.315], [3.629, -3.228, 0.946], [2.422, -2.780, 0.429], [-1.496, -2.534, 1.543], [-1.999, -3.732, 1.033], [-2.993, -4.399, 1.729], [-3.480, -3.875, 2.919], [-2.980, -2.682, 3.424], [-1.984, -2.005, 2.739], [0.871, -2.000, 3.369], [3.031, -2.770, 4.253], [4.786, -3.572, 2.712], [4.397, -3.593, 0.277], [2.248, -2.790, -0.639], [-1.621, -4.141, 0.104], [-3.389, -5.328, 1.342], [-4.257, -4.400, 3.458], [-3.366, -2.279, 4.350], [-1.601, -1.072, 3.136]], "orbital_gap_ev": 6.31, "mol_weight_g_mol": 665.49, "charge": 2}

---

[6]
{"formula": "C22H23N7O2Pt", "method": "ωB97M-V/def2-TZVPD", "species": ["Pt", "C", "C", "C", "C", "N", "C", "N", "C", "N", "C", "N", "C", "C", "C", "C", "C", "N", "C", "C", "C", "C", "C", "C", "H", "H", "H", "H", "H", "H", "H", "H", "H", "H", "H", "H", "N", "C", "C", "N", "H", "H", "H", "H", "H", "H", "H", "H", "C", "C", "O", "O", "H", "H", "H"], "positions_angstrom": [[0.486, -0.398, -0.181], [3.269, 0.208, 3.041], [2.791, 1.296, 3.769], [1.561, 1.809, 3.441], [0.816, 1.284, 2.378], [1.318, 0.261, 1.637], [2.517, -0.268, 2.001], [-0.432, 1.832, 2.223], [-1.291, 1.524, 1.328], [-1.136, 0.686, 0.235], [-2.266, 0.750, -0.572], [-2.479, 0.195, -1.707], [-1.673, -0.728, -2.316], [-2.124, -1.225, -3.547], [-1.478, -2.263, -4.166], [-0.371, -2.839, -3.538], [0.063, -2.300, -2.359], [-0.546, -1.239, -1.764], [-3.223, 1.648, 0.082], [-4.501, 2.021, -0.286], [-5.173, 2.888, 0.571], [-4.575, 3.363, 1.738], [-3.283, 2.988, 2.095], [-2.633, 2.114, 1.246], [4.210, -0.269, 3.273], [3.358, 1.708, 4.593], [1.106, 2.612, 4.002], [2.853, -1.133, 1.449], [-3.013, -0.772, -3.962], [-1.838, -2.645, -5.111], [0.140, -3.694, -3.956], [0.908, -2.718, -1.844], [-4.955, 1.654, -1.196], [-6.179, 3.197, 0.326], [-5.129, 4.029, 2.384], [-2.813, 3.351, 2.997], [2.421, -0.857, -1.007], [2.943, 0.287, -1.793], [2.487, 1.542, -1.094], [1.008, 1.469, -1.061], [2.994, -1.048, -0.191], [2.444, -1.722, -1.537], [2.525, 0.241, -2.800], [4.029, 0.251, -1.880], [2.838, 2.442, -1.600], [2.851, 1.566, -0.067], [0.626, 1.458, -2.006], [0.588, 2.256, -0.568], [0.959, -4.432, 1.237], [1.423, -3.054, 0.847], [2.590, -2.710, 0.872], [0.423, -2.308, 0.399], [1.692, -4.864, 1.911], [0.899, -5.043, 0.335], [-0.024, -4.401, 1.698]], "orbital_gap_ev": 7.03, "mol_weight_g_mol": 612.55, "charge": 2}

---

Values of DFT total energy, in order: -109313.204 -31749.807 -44636.174 -35845.520 -182534.094 -40946.382, all in eV.
Values of max |F|, in order: 3.43 1.19 1.13 1.42 0.16 2.16, all in eV/Å.